# C2H2IN3

The molecule C2H2IN3 at a distorted geometry (ωB97M-V/def2-TZVPD, the Open Molecules 2025 dataset).

Energy above the lowest of the compared OMol25 structures with the same formula, charge and spin   173.0 kJ/mol
HOMO level   -9.04 eV
LUMO level   -0.61 eV
Kohn-Sham gap   8.433 eV

Each line ends with the Löwdin charge.
Positions of all 8 atoms, in Å:
I 1.53 -1.76 0.52  0.91
N -0.07 0.86 -0.66  0.01
N 1.75 1.73 -2.06  0.11
N -1.20 -0.63 0.90  0.03
C 0.01 -0.37 0.27  -0.77
C 0.95 1.22 -1.34  -0.51
H -1.63 0.33 0.81  0.13
H -1.34 -1.38 1.57  0.09

***

# C2H2IN3

A cluster of 2 separate species, C2H2IN3 in total at a distorted geometry (ωB97M-V/def2-TZVPD, the Open Molecules 2025 dataset).

Energy above the lowest of the compared OMol25 structures with the same formula, charge and spin   378.5 kJ/mol
HOMO level (alpha / beta)   -8.97 / -8.96 eV
LUMO level (alpha / beta)   -0.76 / -0.76 eV
Kohn-Sham gap (alpha / beta)   8.206 / 8.205 eV

Each line ends with the Löwdin charge.
Positions of all 8 atoms, in Å:
I -4.13 -0.06 -0.03  0.77
N -0.27 2.63 -1.30  0.04
N -0.16 -1.23 -0.34  0.10
N -1.28 -0.95 0.13  -0.24
C -2.12 -0.17 0.49  -0.63
C 0.44 2.24 -0.46  -0.12
H 1.22 1.86 0.26  0.08
H 0.29 -1.97 0.00  0.01

***

# C2H2IN3O

The molecule C2H2IN3O at a distorted geometry (ωB97M-V/def2-TZVPD, the Open Molecules 2025 dataset).

Energy above the lowest of the compared OMol25 structures with the same formula, charge and spin   27.8 kJ/mol
HOMO level   -9.89 eV
LUMO level   -1.34 eV
Kohn-Sham gap   8.543 eV

Each line ends with the Löwdin charge.
Positions of all 9 atoms, in Å:
I -0.80 1.99 -1.71  0.61
O 1.10 -0.67 2.01  0.11
N -2.18 -0.25 1.02  0.17
N 0.89 -0.03 -0.19  -0.07
N 0.22 0.06 -1.42  -0.38
C 0.48 -0.33 1.05  -0.50
C -1.04 -0.32 1.15  -0.13
H 1.85 0.20 -0.39  0.15
H -0.52 -0.64 -1.51  0.03

***

# C2H2IN3OS

The molecule C2H2IN3OS at a distorted geometry (ωB97M-V/def2-TZVPD, the Open Molecules 2025 dataset).

Energy above the lowest of the compared OMol25 structures with the same formula, charge and spin   106.5 kJ/mol
HOMO level   -8.93 eV
LUMO level   -1.04 eV
Kohn-Sham gap   7.890 eV

Each line ends with the Löwdin charge.
Positions of all 10 atoms, in Å:
I 3.68 -0.49 0.01  0.92
S 2.05 2.61 0.10  0.61
O -1.66 -0.53 0.36  0.09
N -0.06 1.08 0.13  0.11
N 1.81 -0.02 -0.29  -0.57
N 0.55 -1.08 0.12  0.17
C -0.51 -0.27 0.16  -0.57
C 1.23 1.21 -0.01  -1.07
H -0.64 1.81 0.56  0.18
H 0.59 -2.08 0.07  0.13

***

# C2H2INO

A cluster of 2 separate species, C2H2INO in total at a distorted geometry (ωB97M-V/def2-TZVPD, the Open Molecules 2025 dataset).

Energy above the lowest of the compared OMol25 structures with the same formula, charge and spin   303.5 kJ/mol
HOMO level (alpha / beta)   -9.80 / -9.80 eV
LUMO level (alpha / beta)   -1.35 / -1.35 eV
Kohn-Sham gap (alpha / beta)   8.457 / 8.458 eV

Each line ends with the Löwdin charge.
Positions of all 7 atoms, in Å:
I 1.55 -1.83 -0.41  0.95
O 0.02 0.74 -0.42  0.02
N 0.29 -0.96 3.33  -0.08
C 0.12 -0.69 2.26  -0.33
C -0.08 -0.55 -0.19  -0.65
H -1.04 -0.95 -0.21  0.04
H 0.93 0.84 -0.49  0.04

***

# C2H2IrO2P

A structure of composition C2H2IrO2P at a distorted geometry (ωB97M-V/def2-TZVPD, the Open Molecules 2025 dataset).

Multiplicity   5
Energy above the lowest of the compared OMol25 structures with the same formula, charge and spin   109.6 kJ/mol
HOMO level (alpha / beta)   -18.40 / -20.61 eV
Total charge   +2
Expectation value of S²   6.02
LUMO level (alpha / beta)   -12.47 / -13.20 eV
Kohn-Sham gap (alpha / beta)   5.934 / 7.412 eV

Each line ends with the Mulliken spin population.
Positions of all 8 atoms, in Å:
Ir 1.13 0.44 -1.26  2.70
P 2.02 -0.02 1.65  0.31
O -0.13 0.12 1.46  0.06
O 2.38 0.20 0.15  0.11
C -0.63 0.47 0.29  0.64
C -1.34 -0.24 -0.60  0.14
H -1.89 0.34 -1.34  0.01
H -1.53 -1.30 -0.37  0.03

***

# C2H2N2

The molecule C2H2N2 at a distorted geometry (ωB97M-V/def2-TZVPD, the Open Molecules 2025 dataset).

Energy above the lowest of the compared OMol25 structures with the same formula, charge and spin   344.0 kJ/mol
HOMO level   -8.21 eV
LUMO level   -0.15 eV
Kohn-Sham gap   8.059 eV

Each line ends with the Löwdin charge.
Positions of all 6 atoms, in Å:
N -1.38 0.34 0.11  0.22
N 0.96 0.43 0.79  -0.04
C 1.75 -0.10 -0.17  0.01
C -0.20 0.22 0.40  -0.33
H 1.13 -0.72 -0.96  0.01
H -2.26 -0.17 -0.17  0.13

***

# C2H2N2O

The molecule C2H2N2O at a distorted geometry (ωB97M-V/def2-TZVPD, the Open Molecules 2025 dataset).

Energy above the lowest of the compared OMol25 structures with the same formula, charge and spin   122.4 kJ/mol
HOMO level   -11.21 eV
LUMO level   1.03 eV
Kohn-Sham gap   12.245 eV

Each line ends with the Löwdin charge.
Positions of all 7 atoms, in Å:
O 0.70 1.11 -0.08  -0.02
N -0.75 1.12 -0.10  0.11
N 0.04 -0.99 0.08  0.09
C -1.03 -0.14 0.00  -0.22
C 1.04 -0.17 0.03  -0.22
H -2.08 -0.44 0.02  0.12
H 2.08 -0.49 0.07  0.14

***

# C2H2N2O

The molecule C2H2N2O at a distorted geometry (ωB97M-V/def2-TZVPD, the Open Molecules 2025 dataset).

Energy above the lowest of the compared OMol25 structures with the same formula, charge and spin   291.0 kJ/mol
HOMO level (alpha / beta)   -9.25 / -9.25 eV
LUMO level (alpha / beta)   -0.39 / -0.39 eV
Kohn-Sham gap (alpha / beta)   8.858 / 8.859 eV

Each line ends with the Löwdin charge.
Positions of all 7 atoms, in Å:
O -0.95 -1.35 -1.57  0.19
N 0.31 1.33 -0.41  0.05
N 0.36 0.65 0.65  -0.10
C 0.14 -0.63 0.57  -0.23
C -0.47 -1.22 -0.48  -0.07
H 0.46 2.35 -0.26  0.06
H 0.16 -1.13 1.50  0.09

***

# C2H2N2O

The molecule C2H2N2O at a distorted geometry (ωB97M-V/def2-TZVPD, the Open Molecules 2025 dataset).

Energy above the lowest of the compared OMol25 structures with the same formula, charge and spin   375.7 kJ/mol
HOMO level   -10.56 eV
LUMO level   -0.08 eV
Kohn-Sham gap   10.481 eV

Each line ends with the Löwdin charge.
Positions of all 7 atoms, in Å:
O 1.10 -1.04 -0.01  -0.02
N 0.94 0.27 0.12  -0.07
N -2.33 -0.80 0.10  0.13
C -0.24 0.84 -0.10  -0.15
C -1.50 0.05 -0.14  -0.18
H 0.08 2.03 0.24  0.18
H 1.96 -1.37 -0.22  0.10

***

# C2H2N2O

The molecule C2H2N2O at a distorted geometry (ωB97M-V/def2-TZVPD, the Open Molecules 2025 dataset).

Energy above the lowest of the compared OMol25 structures with the same formula, charge and spin   250.6 kJ/mol
HOMO level   -10.81 eV
LUMO level   0.77 eV
Kohn-Sham gap   11.580 eV

Each line ends with the Löwdin charge.
Positions of all 7 atoms, in Å:
O 0.21 0.92 -0.12  -0.05
N 0.51 -1.18 -0.02  0.02
N -0.87 -1.00 -0.13  0.03
C 1.10 -0.12 -0.12  -0.26
C -1.07 0.26 -0.11  -0.16
H 2.23 0.34 0.15  0.20
H -2.11 0.78 0.35  0.20

***

# C2H2N2O

A structure of composition C2H2N2O at a distorted geometry (ωB97M-V/def2-TZVPD, the Open Molecules 2025 dataset).

Energy above the lowest of the compared OMol25 structures with the same formula, charge and spin   657.3 kJ/mol
HOMO level (alpha / beta)   -9.47 / -9.39 eV
LUMO level (alpha / beta)   -1.88 / -1.96 eV
Kohn-Sham gap (alpha / beta)   7.585 / 7.437 eV

Each line ends with the Löwdin charge.
Positions of all 7 atoms, in Å:
O 0.69 1.89 0.22  0.05
N 0.81 -1.91 -0.25  0.10
N 0.99 -0.83 0.30  -0.11
C -0.32 -0.35 0.17  -0.05
C -0.29 1.23 -0.02  -0.26
H -1.28 1.74 -0.09  0.11
H -0.60 -1.78 -0.33  0.17

***

Number 1: total energy -14674.9366 eV. Number 2: total energy -14672.8070 eV. Number 3: total energy -16722.4645 eV. Number 4: total energy -27558.1937 eV. Number 5: total energy -13740.4340 eV. Number 6: total energy -18301.1478 eV. Number 7: total energy -5081.6205 eV. Number 8: total energy -7132.5752 eV. Number 9: total energy -7130.8272 eV. Number 10: total energy -7129.9497 eV. Number 11: total energy -7131.2463 eV. Number 12: total energy -7127.0312 eV.